[1]
Entry from the Open Molecules 2025 dataset: an isolated molecule of C3H8N2O2 (ωB97M-V with the def2-TZVPD basis set).

The geometry in XYZ format:
```
15
Properties=species:S:1:pos:R:3:forces:R:3
O -1.828214 -0.890146 0.399290 -0.1 0.5 -0.1
C -0.710116 -0.361918 -0.336397 0.3 0.8 3.1
C -0.591296 1.169423 -0.429216 -0.5 0.0 0.5
N 0.794473 1.488626 0.000797 0.4 1.0 -0.9
N 1.332128 0.485486 0.848992 -1.8 -1.5 1.2
C 0.656346 -0.751187 0.396259 -2.2 -0.9 3.7
O 1.469397 -1.359249 -0.457773 2.6 -1.2 -2.6
H -2.634582 -0.339944 0.322223 0.9 -0.3 -0.2
H -0.661267 -0.799164 -1.283048 -0.1 -0.8 -1.6
H -0.771083 1.419969 -1.491245 0.3 0.5 0.6
H -1.320227 1.739922 0.233106 0.7 -0.9 -0.8
H 1.387499 1.421510 -0.834683 -0.2 0.3 0.5
H 1.098378 0.570991 1.886725 0.1 0.7 -2.0
H 0.481146 -1.500471 1.317264 -0.1 1.8 -1.6
H 1.297414 -2.293854 -0.572298 -0.3 -0.1 0.1
```
Positions in Å, forces in eV/Å.

SMILES string	O[C@H]1CNN[C@@H]1O
energy relative to the best compared isomer or geometry (same formula, charge and spin)	72.9	kcal per mole

Here are the Löwdin charges for atoms 1 to 8, given in e: -0.05 -0.28 -0.14 -0.08 -0.03 -0.42 0.01 0.10

---

[2]
Entry from the Open Molecules 2025 dataset: a structure of composition C4H9N2 (ωB97M-V with the def2-TZVPD basis set).

The geometry in XYZ format:
```
15
Properties=species:S:1:pos:R:3:forces:R:3
C -1.104843 -0.067754 1.255801 0.5 -2.0 -0.5
C 0.094376 1.649894 0.787671 -0.5 -2.4 0.0
C 0.843493 -0.822259 -1.829835 3.3 -0.6 -0.3
C 0.332368 -1.217959 -0.428143 0.3 2.0 -2.3
N -1.005731 1.153340 1.697989 0.2 4.4 1.1
N -0.212907 -0.122943 0.295932 -1.0 4.4 0.8
H -1.664768 -0.955110 1.655979 0.2 1.2 -0.4
H -0.186572 2.503567 0.070558 0.3 -1.8 0.8
H 1.135428 1.767829 1.263060 -1.7 -0.5 -0.8
H 1.185524 -1.726220 -2.492666 -1.0 1.5 1.5
H 0.037762 -0.300836 -2.284660 -0.7 0.3 -0.7
H 1.763818 -0.116376 -1.880863 -1.5 -1.1 0.6
H 0.805226 -1.719605 0.302219 3.4 -2.0 1.6
H -0.422890 -1.875424 -0.649795 -2.6 -1.4 -0.5
H -1.600284 1.849855 2.236753 0.7 -2.0 -0.9
```
Positions in Å, forces in eV/Å.

charge	+1
energy relative to the best compared isomer or geometry (same formula, charge and spin)	91.9	kcal per mole

Here are the Löwdin charges for atoms 1 to 8, given in e: -0.12 0.16 -0.05 -0.21 0.03 0.04 0.19 0.14

---

[3]
Entry from the Open Molecules 2025 dataset: a cluster of 3 separate species, C25H45Cl2N2O6 in total (ωB97M-V with the def2-TZVPD basis set).

The geometry in XYZ format:
```
80
Properties=species:S:1:pos:R:3:forces:R:3
C 7.388628 0.215941 2.490836 0.2 0.1 -0.3
C 7.127039 -0.425929 1.130640 0.0 -0.5 0.6
C 5.729431 -1.068539 1.016229 0.1 0.9 -0.6
C 4.786875 -0.174961 0.204259 0.7 -0.2 0.4
N 4.488034 1.088057 0.930623 -1.5 -0.3 -1.0
C 3.256773 1.167411 1.560454 0.1 0.1 0.3
C 2.697483 0.010205 2.097758 0.4 0.1 -0.3
N 1.506462 0.018907 2.708457 0.3 0.6 -0.2
Cl 0.996541 -1.474537 3.323789 -0.1 -0.1 0.0
C 0.743602 1.125209 2.860913 0.1 0.3 0.3
C -0.592299 0.947943 3.511888 -0.3 -0.1 -0.5
C -1.606459 0.242571 2.567099 -0.4 -0.2 0.4
C -2.216124 -1.056639 3.129450 0.2 0.2 -0.5
C -2.051778 -2.252864 2.224044 0.0 0.1 0.0
O -1.963736 -3.357417 2.654422 0.3 -0.8 0.3
O -2.037720 -1.994453 0.890424 0.4 0.4 0.4
C -0.781531 -2.218524 0.228263 -0.2 -0.1 -1.0
C -1.009244 -2.893721 -1.111081 0.4 -0.3 0.4
C 1.264814 2.352166 2.384268 0.2 -0.5 -0.2
C 0.456842 3.607055 2.587972 0.6 0.1 0.0
C 2.514795 2.373571 1.730734 -0.7 -0.6 0.0
C 3.130443 3.627005 1.185192 -0.8 0.1 -0.2
O 4.294706 3.768022 1.092928 1.4 0.2 0.2
O 2.247384 4.579589 0.726641 -0.4 -0.2 0.6
Cl 2.631559 6.108061 1.352623 0.0 0.0 -0.4
H 8.453366 0.345368 2.661481 0.2 0.1 0.0
H 6.937125 1.201128 2.553229 -0.2 0.1 0.2
H 7.025841 -0.428066 3.286632 -0.1 0.0 0.2
H 7.290070 0.288268 0.328929 0.0 0.1 -0.1
H 7.860146 -1.219218 1.000255 0.1 0.0 -0.1
H 5.313717 -1.192168 2.013228 0.0 -0.4 0.1
H 5.829131 -2.015659 0.496550 -0.2 -0.3 0.1
H 5.328917 0.116626 -0.688683 0.0 0.1 -0.2
H 3.887686 -0.691091 -0.138371 -0.2 0.0 0.2
H 4.522659 1.837029 0.254086 0.6 0.4 0.3
H 3.222112 -0.925159 2.037394 -0.1 -0.2 0.1
H -0.492138 0.413577 4.451562 0.1 -0.1 0.1
H -1.011570 1.907796 3.754107 0.1 0.3 0.2
H -1.171156 0.038424 1.594837 0.1 0.1 -0.1
H -2.423802 0.933283 2.394451 0.0 0.2 -0.2
H -3.285534 -0.958360 3.295890 -0.1 0.1 0.1
H -1.751651 -1.327631 4.069459 -0.2 -0.1 0.2
H -0.117161 -2.832450 0.827185 0.0 0.0 0.3
H -0.339510 -1.237594 0.039217 0.1 0.1 0.2
H -1.946878 -2.585437 -1.556666 -0.1 0.1 -0.2
H -0.176738 -2.656777 -1.766325 0.0 0.2 -0.3
H -0.976966 -3.970503 -0.974930 -0.4 -0.2 -0.1
H -0.044010 3.911809 1.676907 -0.2 -0.1 -0.1
H 1.127966 4.416176 2.838296 0.1 0.2 0.1
H -0.237478 3.533703 3.407292 -0.2 -0.1 0.1
C -2.263824 1.282708 -4.327603 0.1 0.0 -0.1
C -1.473253 0.397771 -3.380517 -0.1 0.0 0.1
O -0.711255 -0.605040 -4.031181 0.0 -0.1 0.2
C 0.270477 -0.147357 -4.943245 0.0 0.0 -0.1
C 1.331083 0.743944 -4.317794 0.0 0.0 0.1
H -2.934845 0.678414 -4.938300 0.0 0.0 0.0
H -2.857302 2.001156 -3.761444 0.0 0.0 0.0
H -1.617027 1.845268 -5.002108 0.0 0.1 0.0
H -2.165605 -0.133860 -2.725350 0.0 -0.1 0.0
H -0.828257 1.004353 -2.730543 0.0 0.1 -0.1
H -0.200884 0.355978 -5.793557 0.0 0.1 0.0
H 0.741472 -1.047868 -5.336741 -0.1 0.0 0.0
H 0.908180 1.665972 -3.916460 0.0 0.0 -0.1
H 2.077468 1.017680 -5.063597 0.0 0.0 0.0
H 1.831595 0.221191 -3.499045 0.0 0.0 0.0
C -6.646245 0.284609 -1.540099 0.1 0.0 0.1
C -5.975911 -0.811305 -2.350433 -0.1 0.0 0.0
O -4.768355 -1.291706 -1.784755 0.2 0.1 0.0
C -4.862101 -1.864943 -0.489885 0.0 0.0 0.0
C -5.789801 -3.064708 -0.402830 0.0 0.0 -0.1
H -5.967153 1.128042 -1.403594 0.0 0.0 0.0
H -7.540513 0.636477 -2.054244 0.0 0.0 0.0
H -6.948143 -0.063288 -0.551308 -0.1 0.0 0.0
H -5.700876 -0.420326 -3.330290 0.1 0.0 0.0
H -6.670761 -1.638912 -2.527866 0.0 0.0 0.0
H -5.150624 -1.100661 0.245115 -0.1 0.0 0.0
H -3.844796 -2.164380 -0.244138 -0.2 0.0 -0.1
H -6.823664 -2.807373 -0.636314 0.0 0.0 0.1
H -5.770897 -3.479263 0.605908 0.0 0.0 0.0
H -5.474845 -3.839777 -1.102616 0.0 0.0 0.0
```
Positions in Å, forces in eV/Å.

charge	+1

Here are the Löwdin charges for atoms 1 to 8, given in e: -0.10 -0.25 -0.19 -0.18 0.08 -0.14 -0.02 -0.36

---

no.,HOMO energy (Ha)
1,-0.342
2,-0.539
3,-0.416